1.
Computed, not measured: a molecular structure, C4H4 in a non-equilibrium geometry, with ωB97M-V with the def2-TZVPD basis set.

**Energy**: -154.63672 Eh
**Gap between HOMO and LUMO**: 11.099 eV
**Energy above the lowest of the compared OMol25 structures with the same formula, charge and spin**: 219.9 kJ/mol
**HOMO level**: -10.028 eV

Atoms and positions in Å:
C: -2.623 -0.192 -0.016
C: -1.527 0.275 0.064
C: 1.227 -0.347 0.117
C: 0.410 0.661 0.038
H: -3.638 -0.446 -0.115
H: 2.297 -0.178 0.134
H: 0.899 -1.370 0.164
H: 0.533 1.721 0.009

=====

2.
Computed, not measured: 2 unconnected molecules or ions with the total composition C4H4 in a non-equilibrium geometry, with ωB97M-V with the def2-TZVPD basis set.

**Energy**: -154.60057 Eh
**Gap between HOMO and LUMO**: 11.726 eV
**Energy above the lowest of the compared OMol25 structures with the same formula, charge and spin**: 314.8 kJ/mol
**Structure (SMILES)**: C#C.C#C
**HOMO level**: -10.530 eV

Atoms and positions in Å:
C: -2.101 0.632 -0.004
C: -2.287 -0.610 -0.088
C: 1.567 0.039 0.019
C: 2.786 0.000 0.001
H: -1.656 1.652 -0.063
H: -2.440 -1.616 0.269
H: 0.466 0.132 0.525
H: 3.839 -0.531 -0.296

=====

3.
Computed, not measured: 2 unconnected molecules or ions with the total composition C4H4 in a non-equilibrium geometry, with ωB97M-V with the def2-TZVPD basis set.

**Energy**: -154.61093 Eh
**Gap between HOMO and LUMO**: 11.508 eV
**Energy above the lowest of the compared OMol25 structures with the same formula, charge and spin**: 287.6 kJ/mol
**Structure (SMILES)**: C#C.C#C
**HOMO level**: -10.542 eV

Atoms and positions in Å:
C: -3.871 -0.587 0.033
C: -3.518 0.635 -0.027
C: 3.122 -0.023 -0.005
C: 4.263 0.015 -0.064
H: -3.893 -1.585 -0.047
H: -3.360 1.687 0.077
H: 2.024 -0.356 -0.051
H: 5.252 0.006 0.402

=====

4.
Computed, not measured: 17 unconnected molecules or ions with the total composition C4H44NO16 in a non-equilibrium geometry, with ωB97M-V with the def2-TZVPD basis set.

**Total charge**: +1
**Energy**: -1437.02148 Eh
**Gap between HOMO and LUMO**: 10.327 eV
**Energy above the lowest of the compared OMol25 structures with the same formula, charge and spin**: 699.9 kJ/mol
**HOMO level**: -12.697 eV

Atoms and positions in Å:
C: -0.354 -0.101 -1.696
C: -0.788 0.565 -0.412
C: -0.809 2.206 -0.330
C: -2.252 0.079 -0.052
N: 1.158 0.092 -1.829
H: -0.697 -1.221 -1.595
H: -0.933 0.403 -2.495
H: -0.210 0.278 0.509
H: -1.516 2.500 -1.066
H: -1.145 2.578 0.594
H: 0.365 2.572 -0.483
H: -2.216 -0.284 0.859
H: -2.616 -0.667 -0.754
H: -2.872 0.844 -0.214
H: 1.264 1.114 -2.001
H: 1.675 -0.348 -0.964
H: 1.600 -0.454 -2.699
H: 0.623 -1.526 3.176
H: 1.327 -2.754 2.929
O: 1.051 -2.009 2.430
H: -0.510 -0.011 3.817
H: -1.172 -0.749 4.946
O: -0.779 -0.804 4.041
H: -3.233 1.377 2.988
H: -2.041 1.487 3.982
O: -2.423 1.671 3.139
H: 2.826 -1.444 -4.058
H: 4.070 -0.718 -3.599
O: 3.167 -0.600 -3.607
H: 0.466 4.192 1.811
H: 1.121 4.906 0.668
O: 1.184 4.067 1.041
H: 0.265 -2.239 -3.665
H: 0.514 -2.972 -2.277
O: 0.996 -2.599 -3.091
H: -4.060 -1.998 0.002
H: -4.397 -2.958 -1.109
O: -4.411 -2.079 -0.816
H: -2.439 -1.819 3.021
H: -3.714 -2.028 3.402
O: -3.149 -2.470 2.813
H: 4.260 2.186 2.400
H: 3.181 2.311 1.385
O: 3.419 1.857 2.151
H: -0.301 3.142 3.458
H: -1.563 3.300 2.630
O: -0.795 3.780 2.979
H: 3.611 -0.169 0.504
H: 2.296 -0.174 1.396
O: 2.640 -0.015 0.511
H: 1.115 2.077 -4.483
H: 2.643 1.269 -4.036
O: 1.643 1.584 -3.789
H: 1.309 2.633 4.090
H: 1.903 2.066 2.783
O: 1.223 1.879 3.481
H: 3.073 -3.512 -1.639
H: 3.050 -2.204 -1.108
O: 3.670 -2.856 -1.243
H: -1.706 -3.415 -2.487
H: -2.283 -2.020 -2.913
O: -1.703 -2.566 -2.305
H: -3.101 -0.478 -4.530
H: -3.748 -1.437 -3.474
O: -3.105 -1.436 -4.229

=====

5.
Computed, not measured: a molecular structure, C4H4AgO in a non-equilibrium geometry, with ωB97M-V with the def2-TZVPD basis set.

**Total charge**: +1
**Energy**: -376.64394 Eh
**Gap between HOMO and LUMO**: 6.714 eV
**Energy above the lowest of the compared OMol25 structures with the same formula, charge and spin**: 11.7 kJ/mol
**HOMO level**: -13.070 eV

Atoms and positions in Å:
H: -0.180 -0.674 -1.257
C: -3.152 -0.152 -0.290
C: -1.935 0.401 -0.307
C: -0.699 -0.384 -0.306
C: 0.163 -0.442 0.679
O: 1.242 -0.397 1.149
Ag: 3.095 -0.536 2.528
H: -3.294 -1.230 -0.190
H: -4.043 0.475 -0.232
H: -1.829 1.485 -0.388

=====

6.
Computed, not measured: a molecular structure, C4H4Br2 in a non-equilibrium geometry, with ωB97M-V with the def2-TZVPD basis set.

**Energy**: -5302.75694 Eh
**Gap between HOMO and LUMO**: 10.110 eV
**Energy above the lowest of the compared OMol25 structures with the same formula, charge and spin**: 102.0 kJ/mol
**HOMO level**: -9.481 eV

Atoms and positions in Å:
C: -1.600 -1.135 0.324
C: -0.357 -0.822 0.052
C: -0.557 -2.282 -0.096
C: 0.668 0.207 -0.136
Br: 0.063 -3.542 1.241
Br: -0.659 -3.061 -1.874
H: -2.612 -0.987 0.591
H: 1.660 -0.198 0.055
H: 0.473 1.051 0.520
H: 0.642 0.556 -1.170

=====

7.
Computed, not measured: C4H4Br2F2I2 in the gas phase in a non-equilibrium geometry, with ωB97M-V with the def2-TZVPD basis set.

**Energy**: -6097.90443 Eh
**Gap between HOMO and LUMO**: 9.617 eV
**Energy above the lowest of the compared OMol25 structures with the same formula, charge and spin**: 0.0 kJ/mol
**Structure (SMILES)**: F[C@H](I)[C@@H](Br)[C@](F)(Br)CI
**HOMO level**: -9.706 eV

Atoms and positions in Å:
C: -1.422 -0.274 0.076
C: 0.790 0.704 -1.196
C: 1.457 0.839 0.223
C: -0.701 0.805 -1.174
F: 1.133 2.042 0.750
F: -1.154 0.273 -2.338
Br: 1.160 -1.135 -1.748
Br: -1.285 2.625 -0.959
I: -3.534 0.029 0.232
I: 3.592 0.682 0.295
H: -1.023 -0.085 1.115
H: -0.887 -1.252 -0.301
H: 1.163 1.379 -1.883
H: 0.937 0.088 0.902

=====

8.
Computed, not measured: 2 unconnected molecules or ions with the total composition C4H4Br3FO3 in a non-equilibrium geometry, with ωB97M-V with the def2-TZVPD basis set.

**Total charge**: +1
**Energy**: -8202.03098 Eh
**Gap between HOMO and LUMO (spin up / spin down)**: 7.986 / 3.417 eV
**⟨S²⟩**: 0.76
**Multiplicity**: 2
**HOMO level (spin up / spin down)**: -14.289 / -14.283 eV

Atoms and positions in Å:
C: -0.001 -1.696 -0.067
C: -0.204 -1.395 1.375
O: 0.911 -0.543 1.697
C: 1.867 -0.705 0.729
O: 2.916 -0.156 0.639
O: 1.461 -1.621 -0.158
F: -0.114 -2.556 2.065
H: -0.559 -1.029 -0.724
H: -0.487 -2.669 -0.137
H: -1.175 -0.922 1.526
C: -0.994 2.742 -1.383
Br: -2.230 1.221 -1.781
Br: 0.220 3.131 -2.910
Br: 0.026 2.588 0.375
H: -1.638 3.611 -1.246

=====

9.
Computed, not measured: a molecular structure, C4H4BrI in a non-equilibrium geometry, with ωB97M-V with the def2-TZVPD basis set.

**Energy**: -3026.44807 Eh
**Gap between HOMO and LUMO**: 9.319 eV
**Energy above the lowest of the compared OMol25 structures with the same formula, charge and spin**: 79.8 kJ/mol
**HOMO level**: -8.886 eV

Atoms and positions in Å:
C: -1.561 1.225 0.098
C: -2.038 -0.064 0.031
C: -0.097 0.796 0.165
C: -0.691 -0.596 -0.157
Br: -2.334 3.024 -0.009
I: -3.808 -1.195 -0.030
H: 0.565 1.303 -0.537
H: 0.083 0.744 1.207
H: -0.458 -1.462 0.386
H: -0.511 -0.889 -1.217

=====

10.
Computed, not measured: C4H4BrN in the gas phase in a non-equilibrium geometry, with ωB97M-V with the def2-TZVPD basis set.

**Energy**: -2783.48355 Eh
**Gap between HOMO and LUMO**: 9.445 eV
**Energy above the lowest of the compared OMol25 structures with the same formula, charge and spin**: 184.7 kJ/mol
**Structure (SMILES)**: [H]/N=C1/C=C[C@H]1Br
**HOMO level**: -9.334 eV

Atoms and positions in Å:
C: -0.609 0.302 0.805
C: 0.310 1.106 0.218
C: -0.367 -0.915 0.098
C: 0.979 0.042 -0.552
N: -0.548 -2.112 0.091
Br: 2.879 -0.229 0.126
H: -1.277 0.568 1.587
H: 0.557 2.171 0.311
H: 1.035 -0.032 -1.569
H: 0.140 -2.485 -0.567

=====

11.
Computed, not measured: C4H4BrNO2S in the gas phase in a non-equilibrium geometry, with ωB97M-V with the def2-TZVPD basis set.

**Energy**: -3331.92273 Eh
**Gap between HOMO and LUMO (spin up / spin down)**: 6.476 / 6.485 eV
**Energy above the lowest of the compared OMol25 structures with the same formula, charge and spin**: 672.2 kJ/mol
**HOMO level (spin up / spin down)**: -7.786 / -7.793 eV

Atoms and positions in Å:
C: 1.783 0.614 -0.633
C: 2.211 -1.568 -0.264
C: 0.453 0.572 0.145
C: -0.297 -0.672 -0.210
N: 3.577 -1.812 -0.025
O: 4.270 -1.756 -1.014
O: 3.901 -1.788 1.136
S: 0.799 -2.269 -0.079
Br: 3.028 1.887 0.051
H: 0.789 0.603 1.258
H: -0.219 1.338 -0.263
H: -1.147 -1.141 0.439
H: -0.781 -0.681 -1.162

=====

12.
Computed, not measured: a molecular structure, C4H4CdO2 in a non-equilibrium geometry, with ωB97M-V with the def2-TZVPD basis set.

**Total charge**: +2
**Energy**: -471.94491 Eh
**Gap between HOMO and LUMO (spin up / spin down)**: 4.985 / 6.048 eV
**Energy above the lowest of the compared OMol25 structures with the same formula, charge and spin**: 562.4 kJ/mol
**HOMO level (spin up / spin down)**: -17.058 / -17.852 eV

Atoms and positions in Å:
H: -0.893 -1.738 1.283
O: 3.354 0.369 1.051
C: 2.875 -0.948 1.037
C: 1.421 -0.941 0.870
C: 0.267 -1.373 0.511
H: 4.310 0.355 1.158
H: 3.092 -1.491 1.974
H: 3.298 -1.549 0.212
C: -0.283 -0.431 1.375
O: -0.998 0.576 1.250
Cd: -1.110 2.329 0.590

=====

13.
Computed, not measured: a molecular structure, C4H4CeO6 in a non-equilibrium geometry, with ωB97M-V with the def2-TZVPD basis set.

**Total charge**: +2
**Energy**: -1080.70745 Eh
**Gap between HOMO and LUMO (spin up / spin down)**: 9.080 / 7.021 eV
**⟨S²⟩**: 2.01
**Energy above the lowest of the compared OMol25 structures with the same formula, charge and spin**: 0.0 kJ/mol
**Multiplicity**: 3
**HOMO level (spin up / spin down)**: -18.748 / -18.751 eV

Atoms and positions in Å:
O: -0.160 1.160 1.728
C: 0.947 1.623 1.275
O: 1.898 1.009 0.788
O: 0.862 2.900 1.051
Ce: 2.560 -0.378 -0.803
O: -0.708 -1.818 -2.498
C: 0.275 -1.449 -1.900
C: -0.839 -0.035 1.262
O: 1.508 -1.671 -2.107
O: 0.178 -0.423 -0.943
C: -1.092 -0.038 -0.225
H: -1.788 -0.029 1.805
H: -0.260 -0.897 1.613
H: -1.567 0.878 -0.593
H: -1.813 -0.832 -0.455

=====

14.
Computed, not measured: C4H4Cl2 in the gas phase in a non-equilibrium geometry, with ωB97M-V with the def2-TZVPD basis set.

**Energy**: -1075.11583 Eh
**Gap between HOMO and LUMO**: 10.262 eV
**Energy above the lowest of the compared OMol25 structures with the same formula, charge and spin**: 122.2 kJ/mol
**Structure (SMILES)**: C=C(Cl)C(=C)Cl
**HOMO level**: -9.664 eV

Atoms and positions in Å:
C: -0.142 0.249 0.861
C: -0.622 -1.022 0.948
C: -0.020 0.714 -0.475
C: 0.995 0.360 -1.312
H: -1.076 -1.424 1.928
H: -0.673 -1.839 0.217
H: 1.777 -0.430 -0.766
H: 0.934 0.332 -2.420
Cl: 0.138 1.400 2.158
Cl: -1.312 1.662 -1.139

=====

15.
Computed, not measured: C4H4Cl3NS in the gas phase in a non-equilibrium geometry, with ωB97M-V with the def2-TZVPD basis set.

**Energy**: -1988.26027 Eh
**Gap between HOMO and LUMO**: 9.591 eV
**Energy above the lowest of the compared OMol25 structures with the same formula, charge and spin**: 161.4 kJ/mol
**HOMO level**: -9.220 eV

Atoms and positions in Å:
C: 1.991 0.142 0.579
C: 0.720 0.677 -1.198
C: -0.453 -0.591 0.088
C: -1.860 -0.085 0.382
N: 1.897 0.632 -0.587
S: 0.592 -0.364 1.486
Cl: 3.528 -0.153 1.340
Cl: -0.337 -2.226 -0.656
Cl: -2.379 -0.547 2.039
H: 0.491 0.201 -2.059
H: 0.299 1.705 -1.413
H: -2.664 -0.406 -0.302
H: -1.826 1.014 0.300

=====

16.
Computed, not measured: C4H4Cl4O3S in the gas phase in a non-equilibrium geometry, with ωB97M-V with the def2-TZVPD basis set.

**Energy**: -2619.40234 Eh
**Gap between HOMO and LUMO**: 10.020 eV
**Energy above the lowest of the compared OMol25 structures with the same formula, charge and spin**: 37.5 kJ/mol
**HOMO level**: -9.786 eV

Atoms and positions in Å:
C: 0.909 1.158 -0.255
C: -1.079 -0.956 -0.431
C: 0.221 0.952 1.110
C: 0.017 -0.522 1.292
O: -1.123 1.069 -2.253
O: 0.727 -0.584 -2.226
O: -0.779 -2.218 -0.862
S: -0.225 0.301 -1.471
Cl: -1.379 1.690 1.089
Cl: 1.241 1.571 2.405
Cl: 1.431 -1.540 1.198
Cl: -0.961 -1.033 2.637
H: 1.199 2.244 -0.543
H: 1.875 0.608 -0.156
H: -2.028 -0.722 -0.127
H: -0.046 -2.016 -1.406

=====

17.
Computed, not measured: C4H4ClF in the gas phase in a non-equilibrium geometry, with ωB97M-V with the def2-TZVPD basis set.

**Energy**: -714.78323 Eh
**Gap between HOMO and LUMO**: 10.952 eV
**Energy above the lowest of the compared OMol25 structures with the same formula, charge and spin**: 117.2 kJ/mol
**Structure (SMILES)**: CC#C[C@@H](F)Cl
**HOMO level**: -10.216 eV

Atoms and positions in Å:
C: 3.408 -0.292 -0.093
C: 1.921 -0.054 0.085
C: 0.676 -0.085 0.092
C: -0.710 0.416 0.428
H: 3.839 0.697 -0.057
H: 3.999 -0.914 0.549
H: 3.592 -0.589 -1.156
H: -0.712 0.432 1.469
F: -1.024 1.549 -0.237
Cl: -1.957 -0.793 -0.102

=====

18.
Computed, not measured: C4H4ClFOS in the gas phase in a non-equilibrium geometry, with ωB97M-V with the def2-TZVPD basis set.

**Energy**: -1188.19861 Eh
**Gap between HOMO and LUMO**: 8.537 eV
**Energy above the lowest of the compared OMol25 structures with the same formula, charge and spin**: 285.0 kJ/mol
**Structure (SMILES)**: COC(=S)/C(Cl)=C/F
**HOMO level**: -9.273 eV

Atoms and positions in Å:
C: 1.224 0.124 -1.692
C: 0.321 0.414 0.487
C: -0.755 -0.018 1.353
C: -1.818 -0.475 0.747
H: 1.797 1.138 -1.373
H: 2.177 -0.575 -1.292
H: 0.786 0.047 -2.654
H: -1.982 -0.366 -0.221
O: 0.059 0.159 -0.835
F: -2.757 -1.280 1.328
S: 1.671 1.179 1.009
Cl: -0.723 -0.348 3.143

=====

19.
Computed, not measured: a molecular structure, C4H4ClN in a non-equilibrium geometry, with ωB97M-V with the def2-TZVPD basis set.

**Energy**: -669.49039 Eh
**Gap between HOMO and LUMO**: 7.977 eV
**Energy above the lowest of the compared OMol25 structures with the same formula, charge and spin**: 711.9 kJ/mol
**HOMO level**: -8.894 eV

Atoms and positions in Å:
C: 1.123 0.245 -0.027
C: 1.242 1.710 -0.056
C: 1.724 -0.757 0.505
C: -1.662 0.075 -0.422
N: -0.002 0.972 -0.354
Cl: -3.083 0.520 0.646
H: 1.136 -1.672 0.512
H: 2.805 -0.719 0.968
H: -1.244 -0.959 -0.482
H: -2.040 0.586 -1.290

=====

20.
Computed, not measured: a gas-phase ion, C4H4ClN2O2S (charge -1) in a non-equilibrium geometry, with ωB97M-V with the def2-TZVPD basis set.

**Total charge**: -1
**Energy**: -1273.19650 Eh
**Gap between HOMO and LUMO**: 7.338 eV
**HOMO level**: -3.960 eV

Atoms and positions in Å:
C: -1.508 2.083 -0.072
C: -2.502 1.086 -0.124
C: -1.801 -0.153 -0.081
C: 0.498 -0.930 -0.092
N: -0.307 1.538 0.086
N: -0.507 0.230 0.012
O: -1.567 -2.443 -1.165
O: -2.057 -2.511 1.310
S: -2.409 -1.967 -0.028
Cl: -4.149 1.403 0.000
H: -1.514 3.117 -0.092
H: 1.284 -0.540 -0.620
H: 0.717 -1.013 0.986
H: 0.026 -1.749 -0.474